# 1
12
Properties=species:S:1:pos:R:3:mulliken_charge:R:1 method="wB97M-V/def2-TZVPD" homo_ev="-8.080 / -8.080" homo_lumo_gap_ha="0.2966 / 0.2967"
C 0.710 -0.843 -0.368 0.60
C -1.144 0.552 -0.324 -0.11
C 0.148 -1.411 0.748 -0.76
C -0.786 1.712 0.148 -0.67
O 0.024 -0.433 -1.385 -0.52
O 1.995 -0.406 -0.283 -0.47
H 2.184 0.074 -1.101 0.33
H -1.906 -0.175 -0.480 0.52
H -0.791 -1.933 0.675 0.27
H 0.740 -1.562 1.636 0.28
H -0.129 2.375 -0.409 0.28
H -1.045 2.050 1.142 0.26

# 2
49
Properties=species:S:1:pos:R:3:mulliken_charge:R:1 method="wB97M-V/def2-TZVPD" homo_ev=-6.621 homo_lumo_gap_ha=0.1928
C 5.925 -1.733 2.236 -1.36
C 4.631 -1.011 2.504 1.15
C 4.615 0.372 2.720 -0.77
C 3.407 1.045 2.910 -0.29
C 2.166 0.400 2.768 0.16
C 0.954 1.171 2.582 -0.18
C -0.268 0.433 2.533 -0.51
C -1.487 0.983 2.820 0.28
C -2.747 0.320 2.662 0.52
C -3.985 1.012 2.590 -0.68
C -5.169 0.314 2.403 -0.54
C -5.171 -1.090 2.330 1.03
C -6.474 -1.829 2.248 -1.38
C -3.949 -1.780 2.360 -0.76
C -2.765 -1.089 2.530 -0.73
C 2.223 -1.051 2.757 -0.52
C 3.420 -1.727 2.545 -0.87
H 5.757 -2.813 2.174 0.33
H 6.411 -1.405 1.308 0.31
H 6.630 -1.559 3.052 0.33
H 5.556 0.923 2.755 0.37
H 3.373 2.094 3.168 0.48
H 0.977 2.195 2.208 0.46
H -0.231 -0.623 2.216 0.39
H -1.521 2.012 3.206 0.21
H -3.989 2.097 2.673 0.43
H -6.131 0.834 2.365 0.37
H -6.306 -2.911 2.216 0.34
H -7.122 -1.604 3.108 0.32
H -7.034 -1.542 1.348 0.32
H -3.968 -2.871 2.297 0.27
H -1.845 -1.661 2.590 0.33
H 1.310 -1.642 2.880 0.51
H 3.442 -2.811 2.416 0.28
C -1.947 7.345 5.585 -1.31
C -1.179 6.086 5.228 0.80
C -0.235 6.051 4.177 -0.57
C 0.312 4.865 3.716 -0.47
C 0.105 3.620 4.421 0.18
O 0.756 2.537 4.156 -0.61
C -0.860 3.676 5.493 -0.36
C -1.412 4.871 5.909 -0.50
H -2.642 7.162 6.413 0.33
H -1.305 8.185 5.875 0.32
H -2.556 7.698 4.743 0.29
H 0.050 6.997 3.704 0.32
H 0.937 4.806 2.828 0.36
H -1.088 2.716 5.945 0.42
H -2.055 4.880 6.793 0.24

# 3
81
Properties=species:S:1:pos:R:3:lowdin_spin:R:1 method="wB97M-V/def2-TZVPD" homo_ev="-12.844 / -12.844" homo_lumo_gap_ha="0.2409 / 0.1337" spin_multiplicity=2 charge=+2
Ir 0.164 -0.295 -0.026 0.05
C 3.130 -3.483 -1.942 0.00
N 2.213 -3.770 -0.833 0.00
C 2.437 -5.024 -0.104 0.00
C 1.297 -2.906 -0.478 0.00
O 1.103 -1.821 -1.096 0.00
C 0.443 -3.195 0.741 0.00
O -0.358 -2.036 1.046 0.00
C -1.794 -2.204 1.060 0.00
C -2.422 -1.436 -0.097 0.00
O -1.661 -0.735 -0.834 0.00
N -3.708 -1.507 -0.306 0.00
C -4.605 -2.345 0.495 0.00
C -4.341 -0.769 -1.408 0.00
H 2.898 -4.132 -2.786 0.00
H 4.146 -3.677 -1.603 0.00
H 3.033 -2.444 -2.238 0.00
H 2.953 -5.712 -0.767 0.00
H 1.498 -5.488 0.190 0.00
H 3.063 -4.850 0.772 0.00
H 1.064 -3.402 1.614 0.00
H -0.202 -4.054 0.558 0.00
H -2.153 -1.811 2.008 0.00
H -2.036 -3.264 1.003 0.00
H -4.205 -2.522 1.490 0.00
H -4.787 -3.295 -0.007 0.00
H -5.550 -1.819 0.605 0.00
H -3.589 -0.281 -2.015 0.00
H -5.017 -0.023 -0.993 0.00
H -4.909 -1.469 -2.020 0.00
C 3.076 3.183 0.200 0.00
O 2.135 2.377 -0.519 0.00
C 1.240 3.028 -1.289 0.00
C 1.206 4.409 -1.463 0.00
C 0.230 5.000 -2.254 0.00
Br 0.216 6.868 -2.434 0.00
C -0.719 4.240 -2.904 0.00
C -0.669 2.853 -2.777 0.00
C 0.297 2.263 -1.964 0.00
O 0.243 0.856 -1.785 0.00
C -1.690 2.055 -3.454 0.00
N -2.937 2.422 -3.589 0.00
C -3.557 1.396 -4.259 0.00
C -4.895 1.281 -4.663 0.00
C -5.251 0.151 -5.361 0.00
C -4.309 -0.855 -5.662 0.00
C -2.987 -0.769 -5.263 0.00
C -2.638 0.369 -4.549 0.00
N -1.445 0.798 -3.989 0.00
H 3.770 3.664 -0.489 0.00
H 3.626 2.510 0.849 0.00
H 2.566 3.924 0.814 0.00
H 1.932 5.039 -0.972 0.00
H -1.485 4.688 -3.518 0.00
H -0.631 0.553 -2.117 0.00
H -5.601 2.070 -4.442 0.00
H -6.268 0.029 -5.708 0.00
H -4.632 -1.717 -6.231 0.00
H -2.272 -1.542 -5.512 0.00
H -0.531 0.453 -4.242 0.00
N 1.938 -0.066 0.764 0.15
C 2.946 0.008 1.313 0.02
C 4.241 -0.108 1.833 0.32
C 4.854 0.948 2.526 0.03
N 5.321 1.832 3.103 0.22
C 4.842 -1.362 1.580 0.03
N 5.200 -2.435 1.349 0.19
C -2.713 1.830 1.929 0.00
C -1.185 1.818 1.891 0.00
O -0.743 1.335 0.663 0.00
C -0.658 1.012 3.092 0.00
F 0.666 0.827 3.076 0.00
F -1.204 -0.237 3.073 0.00
F -0.987 1.563 4.252 0.00
C -0.670 3.277 1.986 0.00
F 0.653 3.325 2.219 0.00
F -1.281 3.963 2.951 0.00
F -0.896 3.907 0.829 0.00
H -3.083 0.811 1.814 0.00
H -3.070 2.433 1.096 0.00
H -3.101 2.242 2.858 0.00

# 4
100
Properties=species:S:1:pos:R:3:lowdin_spin:R:1 method="wB97M-V/def2-TZVPD" homo_ev="-15.105 / -14.922" homo_lumo_gap_ha="0.2223 / 0.2156" spin_multiplicity=4 charge=+3
Tc -0.872 -0.344 0.251 2.63
C 3.455 -0.256 2.012 0.00
C 2.355 -0.487 1.182 0.02
N 1.199 0.137 1.309 0.07
C 1.060 1.022 2.326 0.01
C 2.109 1.334 3.201 0.00
C 3.334 0.670 3.018 0.00
C 1.907 2.297 4.249 0.00
C 0.709 2.892 4.417 0.00
C -0.402 2.559 3.568 0.00
C -1.681 3.113 3.749 0.00
C -2.709 2.716 2.932 0.00
C -2.454 1.766 1.939 0.01
N -1.256 1.237 1.740 0.03
C -0.232 1.627 2.538 0.00
H 4.373 -0.801 1.849 0.00
H 2.424 -1.220 0.386 0.00
H 4.163 0.885 3.680 0.00
H 2.736 2.527 4.904 0.00
H 0.557 3.618 5.203 0.00
H -1.845 3.837 4.536 0.00
H -3.707 3.114 3.043 0.00
H -3.253 1.424 1.291 0.01
C -2.667 -2.536 2.518 0.01
P -1.010 -2.157 1.867 0.02
C -0.004 -2.096 3.379 0.00
C -0.483 -3.665 0.988 0.00
C -0.039 -4.800 1.662 0.00
C 0.335 -5.933 0.955 0.00
C 0.258 -5.945 -0.431 0.00
C -0.195 -4.825 -1.111 0.00
C -0.563 -3.680 -0.412 0.01
P -1.250 -2.206 -1.229 0.04
C -0.662 -2.274 -2.952 0.00
C -3.020 -2.592 -1.447 0.02
H -2.653 -3.501 3.028 0.00
H -3.407 -2.571 1.721 0.00
H -2.958 -1.764 3.231 0.00
H -0.312 -2.872 4.079 0.00
H -0.146 -1.129 3.863 0.00
H 1.053 -2.223 3.148 0.00
H 0.019 -4.810 2.742 0.00
H 0.680 -6.809 1.486 0.00
H 0.544 -6.831 -0.980 0.00
H -0.265 -4.860 -2.191 0.00
H -1.150 -3.077 -3.505 0.00
H 0.415 -2.439 -2.984 0.00
H -0.897 -1.332 -3.451 0.00
H -3.133 -3.639 -1.735 0.00
H -3.439 -1.964 -2.234 0.00
H -3.577 -2.415 -0.528 0.00
N -0.818 1.122 -1.300 0.06
S -1.303 2.662 -1.172 0.01
C -3.044 2.726 -1.557 0.01
C -3.641 3.978 -1.653 0.00
C -5.002 4.050 -1.893 0.00
C -5.751 2.886 -2.027 0.00
C -5.143 1.646 -1.920 0.00
C -3.777 1.558 -1.680 0.01
C -0.593 3.523 -2.543 0.00
C 0.333 4.516 -2.258 0.00
C 0.881 5.243 -3.307 0.00
C 0.499 4.967 -4.611 0.00
C -0.424 3.962 -4.884 0.00
C -0.983 3.237 -3.848 0.00
H -0.798 0.853 -2.280 0.00
H -3.056 4.883 -1.555 0.00
H -5.481 5.016 -1.976 0.00
H -6.814 2.951 -2.217 0.00
H -5.731 0.745 -2.026 0.00
H -3.287 0.595 -1.595 0.01
H 0.605 4.734 -1.234 0.00
H 1.586 6.036 -3.103 0.00
H 0.908 5.552 -5.424 0.00
H -0.727 3.768 -5.904 0.00
H -1.739 2.487 -4.049 0.00
C 6.849 -1.453 -1.156 0.00
C 5.755 -2.313 -1.154 0.00
C 4.516 -1.843 -1.546 0.00
C 4.379 -0.512 -1.989 0.00
C 5.500 0.339 -2.004 0.00
C 6.724 -0.131 -1.569 0.00
Si 2.764 0.021 -2.551 0.00
C 2.427 1.037 -4.005 0.00
C 1.682 0.458 -5.046 0.00
C 1.473 1.165 -6.218 0.00
C 1.973 2.453 -6.346 0.00
C 2.688 3.046 -5.312 0.00
C 2.928 2.341 -4.146 0.00
H 7.815 -1.822 -0.838 0.00
H 5.875 -3.342 -0.846 0.00
H 3.665 -2.516 -1.526 0.00
H 5.423 1.356 -2.364 0.00
H 7.587 0.520 -1.571 0.00
H 1.608 -0.463 -1.770 0.01
H 1.287 -0.548 -4.963 0.00
H 0.929 0.710 -7.034 0.00
H 1.810 3.000 -7.265 0.00
H 3.074 4.050 -5.425 0.00
H 3.509 2.808 -3.362 0.00

Number 1: energy -8335.8517 eV. Number 2: energy -27321.9844 eV. Number 3: energy -143482.4330 eV. Number 4: energy -92385.8336 eV.